Run i
{"formula": "C15H22N5O4S2Ti", "method": "ωB97M-V/def2-TZVPD", "elements": ["Ti", "S", "S", "O", "O", "O", "O", "N", "N", "N", "N", "N", "C", "C", "C", "C", "C", "C", "C", "C", "C", "C", "C", "C", "C", "C", "C", "H", "H", "H", "H", "H", "H", "H", "H", "H", "H", "H", "H", "H", "H", "H", "H", "H", "H", "H", "H", "H", "H"], "positions_angstrom": [[-0.727, -0.321, 0.119], [-2.352, -1.677, 1.756], [0.798, 0.789, 4.452], [0.067, 1.000, -0.754], [-1.578, -2.231, -3.341], [0.220, -1.579, -2.330], [-1.714, -1.319, -1.389], [2.455, -3.577, 0.031], [0.648, -1.949, 0.395], [-2.562, 0.598, 0.512], [-1.009, -1.734, -2.389], [0.016, 0.493, 2.054], [0.443, -0.171, 3.094], [-0.044, 1.837, 2.321], [-4.404, 2.098, 0.469], [0.353, 2.188, 3.569], [-5.114, 1.225, 1.304], [-4.535, 0.053, 1.725], [2.903, -3.793, -1.345], [3.294, -4.025, 1.133], [1.068, 3.165, -0.966], [1.521, -2.687, 0.234], [0.307, 1.852, -2.964], [-3.132, 1.735, 0.096], [0.926, 1.772, -1.571], [-3.227, -0.256, 1.315], [2.280, 1.066, -1.623], [3.122, -4.852, -1.480], [1.511, 3.106, 0.029], [2.151, 0.068, -2.040], [4.210, -3.434, 1.206], [2.694, 0.981, -0.616], [2.739, -3.950, 2.065], [-0.391, 2.503, 1.548], [3.556, -5.070, 0.968], [-2.527, 2.348, -0.562], [0.091, 3.646, -0.890], [-5.058, -0.644, 2.364], [-0.701, 2.267, -2.902], [0.517, -1.247, 3.108], [-6.121, 1.472, 1.614], [2.987, 1.623, -2.242], [3.799, -3.207, -1.563], [0.246, 0.856, -3.401], [-4.835, 3.022, 0.115], [0.390, 3.173, 4.001], [2.106, -3.501, -2.027], [1.709, 3.794, -1.587], [0.904, 2.491, -3.619]], "homo_ev": [-7.09, -7.33], "gap_ev": [7.26, 7.49], "multiplicity": 2, "s_squared": 0.753, "e_lumo_ev": [0.17, 0.16]}

---

Run ii
{"formula": "C15H22N5O4S2Ti", "method": "ωB97M-V/def2-TZVPD", "elements": ["Ti", "S", "S", "O", "O", "O", "O", "N", "N", "N", "N", "N", "C", "C", "C", "C", "C", "C", "C", "C", "C", "C", "C", "C", "C", "C", "C", "H", "H", "H", "H", "H", "H", "H", "H", "H", "H", "H", "H", "H", "H", "H", "H", "H", "H", "H", "H", "H", "H"], "positions_angstrom": [[0.423, -0.193, -0.007], [3.341, 2.248, -2.507], [-0.692, 1.983, 1.055], [3.252, -0.840, -0.562], [2.044, 0.759, 0.297], [1.798, -1.236, 1.013], [-1.024, -0.167, -0.855], [2.584, -2.980, -2.634], [1.183, 0.915, -2.200], [-0.622, -0.497, 1.720], [0.906, -1.857, -1.262], [2.386, -0.455, 0.221], [0.896, 2.201, -1.851], [1.825, -2.273, -1.846], [-2.138, -0.748, -1.429], [2.412, 0.800, -2.579], [-2.334, -2.160, -0.841], [-3.380, 0.109, -1.128], [-1.755, -1.535, 3.528], [-2.151, 0.780, 3.058], [-0.871, -1.567, 2.469], [-2.422, -0.335, 3.805], [-1.205, 0.688, 2.013], [1.918, -3.710, -3.698], [-1.923, -0.834, -2.951], [1.938, 3.066, -1.947], [4.014, -2.804, -2.747], [-3.102, -2.700, -1.389], [-0.337, -2.470, 2.189], [-2.629, 1.728, 3.246], [-2.627, -2.088, 0.206], [-4.269, -0.355, -1.544], [4.504, -3.779, -2.705], [-1.929, -2.415, 4.126], [2.440, -4.650, -3.880], [-0.109, 2.454, -1.556], [-1.759, 0.167, -3.345], [-3.254, 1.099, -1.555], [1.970, 4.108, -1.706], [4.276, -2.325, -3.696], [2.853, -0.109, -2.940], [-3.499, 0.218, -0.053], [1.905, -3.135, -4.631], [0.892, -3.927, -3.406], [-2.788, -1.280, -3.433], [-1.042, -1.438, -3.156], [4.356, -2.187, -1.920], [-3.146, -0.286, 4.605], [-1.390, -2.705, -0.907]], "homo_ev": [-7.23, -7.24], "gap_ev": [7.60, 6.96], "multiplicity": 2, "s_squared": 0.757, "e_lumo_ev": [0.37, -0.28]}

---

Pick run i: it beats the second-best structure by 290.4 kJ/mol.